(1)
{"formula": "C4H12O", "method": "the ωB97M-V functional and the def2-TZVPD basis", "relative_energy_kj_mol": 220.2, "gap_ha": 0.4150, "smiles": "CCO.CC", "energy_ha": -234.74876, "species": ["C", "C", "O", "H", "H", "H", "H", "H", "H", "C", "C", "H", "H", "H", "H", "H", "H"], "positions_angstrom": [[0.1221, 2.1078, 0.4017], [0.5390, 0.8986, 1.3412], [-1.0351, 2.6199, 1.2049], [1.0203, 2.8141, 0.6448], [-0.0937, 1.9430, -0.7041], [0.6982, 1.3367, 2.3949], [-1.2468, 3.6346, 0.9193], [1.5548, 0.4695, 1.1046], [-0.1766, 0.0854, 1.3017], [0.0871, -2.7313, -2.1994], [0.2159, -2.7065, -0.6492], [0.0611, -3.8731, -2.5488], [-0.8064, -2.2209, -2.4164], [0.6745, -2.1438, -2.7690], [-0.7538, -3.0606, -0.1645], [0.6205, -1.7516, -0.1835], [0.9447, -3.6040, -0.5832]], "forces_ev_per_angstrom": [[1.030, 0.624, 3.097], [1.341, 0.763, -0.172], [0.075, 3.367, -2.528], [-1.623, -0.747, -1.370], [0.253, 0.094, 1.616], [-0.747, -0.753, -1.611], [0.856, -3.800, 0.872], [-0.987, 0.443, -0.226], [-0.202, 0.011, 0.329], [-2.438, -3.337, 1.933], [1.228, -1.892, -0.278], [-0.043, 2.768, 0.434], [-1.958, -0.058, -0.562], [3.242, 1.409, -1.483], [1.289, 0.741, -0.597], [-0.542, -1.356, -0.640], [-0.774, 1.723, 1.187]]}

***

(2)
{"formula": "C17H30AuN6O2P", "method": "the ωB97M-V functional and the def2-TZVPD basis", "relative_energy_kj_mol": 74.0, "gap_ha": 0.3151, "energy_ha": -1621.71617, "species": ["Au", "N", "N", "C", "N", "N", "N", "O", "O", "H", "H", "H", "H", "H", "N", "C", "C", "C", "C", "C", "C", "C", "H", "H", "H", "H", "C", "C", "C", "P", "C", "C", "C", "C", "C", "C", "H", "H", "H", "H", "H", "H", "H", "H", "H", "H", "H", "H", "H", "H", "H", "H", "H", "H", "H", "H", "H"], "positions_angstrom": [[0.0581, 0.2493, -0.3031], [0.2134, -1.0870, 3.0191], [1.1700, -2.1209, 3.0219], [1.9939, -2.3769, 1.9975], [2.9707, -3.2856, 2.1612], [1.8521, -1.6234, 0.9213], [2.5068, -1.8296, -0.2113], [2.4139, -0.9371, -1.0312], [3.1544, -2.8536, -0.4012], [-0.7125, -1.5086, 3.1141], [0.2488, -0.6410, 2.0951], [1.3551, -2.5049, 3.9381], [2.9740, -3.9204, 2.9394], [3.4493, -3.5494, 1.3008], [-3.4447, -6.1142, -1.9458], [-2.9101, -5.1228, -1.7189], [-2.2503, -3.9152, -1.4207], [-2.6204, -3.1871, -0.2901], [-1.9675, -2.0067, 0.0034], [-0.9351, -1.4849, -0.7876], [-0.5923, -2.2518, -1.9100], [-1.2211, -3.4383, -2.2340], [-3.4201, -3.5540, 0.3407], [-2.2878, -1.4608, 0.8853], [0.2048, -1.9031, -2.5545], [-0.9301, -4.0046, -3.1101], [-0.0995, 4.4776, 1.9851], [-0.3139, 3.0104, 1.6248], [-1.6877, 2.8390, 0.9739], [0.9626, 2.1985, 0.5205], [1.4411, 3.5190, -0.7137], [2.4657, 4.5673, -0.2865], [1.8917, 2.8251, -2.0005], [2.3875, 1.7931, 1.6618], [3.5854, 1.3432, 0.8267], [2.7848, 2.7899, 2.7451], [-0.8555, 4.7811, 2.7082], [-0.2069, 5.1146, 1.1110], [0.8748, 4.6498, 2.4296], [-0.2929, 2.4089, 2.5458], [-1.7358, 3.3664, 0.0221], [-2.4669, 3.2381, 1.6215], [-1.8988, 1.7872, 0.7846], [0.4847, 4.0226, -0.9233], [3.4356, 4.1131, -0.1035], [2.1555, 5.1060, 0.6038], [2.5887, 5.2907, -1.0928], [2.8657, 2.3573, -1.8763], [1.9628, 3.5495, -2.8114], [1.1831, 2.0477, -2.2863], [1.9883, 0.9034, 2.1729], [4.1857, 2.1878, 0.4987], [3.2489, 0.7964, -0.0525], [4.2295, 0.6899, 1.4133], [3.1603, 3.7196, 2.3279], [3.5816, 2.3534, 3.3462], [1.9477, 3.0002, 3.4066]], "forces_ev_per_angstrom": [[-0.419, 0.304, -0.010], [-0.246, 0.302, -0.012], [-0.147, -0.346, 0.165], [0.640, -0.337, -0.270], [0.180, -0.240, -0.064], [-1.096, 0.871, 1.015], [0.420, -0.165, 0.048], [0.230, -0.150, -0.581], [0.385, -0.541, -0.340], [0.280, 0.003, -0.254], [0.014, -0.174, 0.157], [0.168, 0.134, -0.282], [-0.089, 0.029, 0.037], [-0.196, 0.050, 0.269], [-0.102, -0.159, -0.052], [-0.372, -0.795, -0.213], [0.489, 0.876, 0.237], [0.001, -0.143, -0.109], [-0.014, 0.274, 0.232], [-0.233, -0.299, -0.168], [0.255, 0.212, -0.082], [-0.190, -0.159, 0.078], [-0.003, 0.001, 0.006], [-0.040, 0.016, -0.003], [0.038, -0.025, -0.069], [0.011, 0.027, 0.012], [0.137, -0.227, 0.074], [0.014, -0.233, -0.207], [0.004, -0.170, 0.167], [0.099, 0.875, 0.765], [-0.089, -0.382, -0.005], [-0.223, -0.070, 0.074], [-0.175, 0.027, -0.048], [-0.211, -0.077, -0.174], [-0.156, -0.072, -0.041], [-0.175, -0.120, -0.135], [-0.069, 0.053, 0.038], [0.013, 0.093, -0.119], [0.089, 0.137, 0.040], [0.046, 0.033, -0.120], [-0.029, 0.051, -0.113], [-0.066, 0.109, 0.058], [-0.069, 0.042, -0.048], [0.103, -0.107, 0.077], [0.095, -0.020, 0.037], [0.051, 0.071, 0.072], [0.019, 0.051, -0.036], [0.110, -0.053, 0.016], [0.043, 0.040, -0.064], [0.029, 0.007, -0.101], [0.040, 0.130, -0.137], [0.055, 0.130, -0.024], [0.173, -0.046, 0.021], [0.086, -0.054, 0.048], [0.015, 0.149, -0.027], [0.077, -0.034, 0.071], [0.004, 0.103, 0.097]]}

***

(3)
{"formula": "C19H18ClN3O2S", "method": "the ωB97M-V functional and the def2-TZVPD basis", "relative_energy_kj_mol": 315.3, "gap_ha": 0.3082, "smiles": "Cc1oc(-c2ccccc2Cl)nc1CSc1nc2c(c(=O)[nH]1)CCCC2", "energy_ha": -1907.89397, "species": ["O", "Cl", "N", "N", "O", "S", "C", "C", "C", "C", "C", "C", "C", "C", "C", "C", "C", "C", "C", "N", "C", "C", "C", "C", "C", "C", "H", "H", "H", "H", "H", "H", "H", "H", "H", "H", "H", "H", "H", "H", "H", "H", "H", "H"], "positions_angstrom": [[-2.1483, 1.2563, 1.4620], [-1.7526, -2.4525, -3.3825], [0.4247, -2.4975, 0.7904], [1.8187, 1.0038, 1.4529], [0.6210, -2.0435, -1.3100], [1.8919, -1.2026, 3.0949], [-0.9057, 1.1322, 1.3962], [-0.2093, -2.4908, -0.3722], [1.1292, 0.1587, 2.2699], [1.8308, -1.8533, -0.8032], [1.7198, -2.2798, 0.5006], [1.2139, 1.9657, 0.7159], [-0.1114, 2.0459, 0.6487], [-4.4416, -2.5299, -0.4389], [-3.7111, -2.6957, 0.7498], [-3.7964, -2.5509, -1.6801], [-2.3229, -2.7022, 0.7065], [-2.3918, -2.4751, -1.7141], [-1.6105, -2.6830, -0.5179], [-0.2359, 0.3014, 2.1769], [3.0129, -1.1586, -1.5723], [2.6784, -2.0974, 1.6192], [2.0880, 3.0810, 0.1510], [-0.9298, 3.1143, -0.2297], [1.4022, 3.8145, -1.0797], [-0.1108, 4.2879, -0.7398], [-5.5367, -2.5880, -0.3364], [-4.2276, -2.7568, 1.7184], [-4.3834, -2.6614, -2.6155], [-1.7716, -2.6941, 1.6357], [-0.7757, -0.6170, 2.2844], [2.6560, -0.1871, -2.0325], [3.4783, -1.6808, -2.3804], [3.8506, -0.8454, -1.0133], [3.0889, -3.0226, 2.0055], [3.3966, -1.4004, 1.3859], [3.0265, 2.6537, -0.1279], [2.3562, 3.6225, 1.0624], [-1.4531, 2.6505, -1.0388], [-1.6809, 3.5990, 0.4258], [2.1444, 4.6645, -1.3338], [1.4665, 3.1499, -1.9696], [-0.7035, 4.6273, -1.5818], [-0.0847, 5.0370, 0.0175]], "forces_ev_per_angstrom": [[1.285, -1.150, -0.225], [0.179, 0.050, 1.182], [-1.547, -2.009, -0.786], [0.960, -2.546, 3.213], [-1.092, 0.136, -3.095], [-0.246, -0.347, -0.183], [-3.167, 3.387, -0.801], [2.408, 0.940, 2.069], [0.781, 3.028, -4.707], [2.758, 0.090, 1.068], [0.778, 1.999, 0.150], [0.499, 0.704, 0.013], [-2.396, 1.914, -2.250], [-0.183, -1.263, 0.492], [0.056, 0.649, -0.352], [-0.001, 0.331, 0.409], [-0.522, -0.342, -0.502], [-0.069, -1.474, 0.099], [-2.556, 1.647, -1.081], [0.228, -5.776, 2.266], [-2.763, 0.825, -0.697], [-1.827, -0.107, 0.980], [-1.389, -0.880, -0.471], [1.093, -0.284, 2.495], [0.808, 1.331, 0.718], [2.045, -1.794, -0.757], [0.581, 0.205, -0.452], [0.281, 0.130, -0.560], [0.619, 0.472, 0.744], [0.148, -0.288, -0.106], [0.875, 1.796, 0.725], [-0.011, -1.075, 0.486], [-0.281, -0.946, -0.626], [0.530, 0.041, 1.619], [0.056, -0.023, 0.263], [2.082, 1.095, -0.908], [0.662, -0.393, -0.547], [-0.311, 0.872, -0.361], [-0.274, -0.692, -0.320], [0.065, -0.856, -0.224], [-1.567, -0.904, 0.304], [-0.373, 0.197, 0.680], [0.572, 0.576, -0.407], [0.228, 0.735, 0.444]]}